Entry 1:
Formula: C2F6NO2S2Y
Source: OMol25
Level of theory: ωB97M-V/def2-TZVPD

Net charge: +1
2S+1: 2
HOMO (alpha / beta): -13.193 / -12.853 eV
Kohn-Sham gap (alpha / beta): 5.8 / 5.5 eV

Each line ends with the Löwdin charge.
Atoms and positions in Å:
S -0.5630 -2.1099 0.9250  0.857
C -1.4366 -2.8461 -0.4503  -0.842
F -0.9234 -2.7058 -1.6855  0.069
F -2.6189 -1.6496 -0.8241  -0.239
F -2.4170 -3.7138 -0.1392  0.039
Y 0.4750 -6.7109 1.0227  1.904
N -0.0474 -4.9684 -0.3974  -0.386
S 1.0787 -5.3174 -1.4159  0.547
O 2.0297 -4.2914 -1.8482  -0.253
O 1.7383 -6.5804 -0.8559  -0.490
C 0.4084 -5.9573 -3.0417  -0.695
F -0.2704 -4.9997 -3.6541  0.173
F -0.3951 -6.9876 -2.8328  0.142
F 1.4041 -6.3361 -3.8292  0.175

Cartesian forces (eV/Å) of the 6 atoms listed first:
-0.124 -0.786 -0.738
-4.882 5.314 -1.823
0.228 -2.154 2.018
2.071 -1.453 1.308
2.407 -0.515 -0.666
0.309 3.270 -4.558

=====

Entry 2:
Formula: CH4NOPS
Source: OMol25
Level of theory: ωB97M-V/def2-TZVPD

HOMO: -7.888 eV
Kohn-Sham gap: 8.5 eV

Each line ends with the Löwdin charge.
Atoms and positions in Å:
C 0.2624 0.4520 -0.9040  -0.356
N -0.7308 -2.0174 -0.9741  -0.661
O 0.1621 -0.0042 -2.2920  -0.555
P -0.9304 -0.7502 0.0038  0.751
S -0.9938 -1.3508 -2.5003  0.749
H 1.2817 0.3385 -0.5958  0.071
H 0.0896 1.4520 -0.7073  0.045
H -1.9676 0.1736 0.0055  0.003
H -0.4606 -0.9828 1.1679  -0.046

Cartesian forces (eV/Å) of the 6 atoms listed first:
-0.154 -3.210 -0.985
-1.214 0.088 -0.037
-0.420 0.422 0.978
1.322 1.269 -4.912
1.015 0.799 1.145
0.678 -0.714 0.262

=====

Entry 3:
Formula: BCdH18O11P
Source: OMol25
Level of theory: ωB97M-V/def2-TZVPD

Net charge: -2
HOMO: 0.979 eV
Kohn-Sham gap: 3.3 eV

Each line ends with the Löwdin charge.
Atoms and positions in Å:
Cd -0.2981 0.9089 1.0482  1.282
P -2.5031 2.2474 1.7542  -0.149
O -3.1849 3.4385 1.0582  -0.518
O -3.5056 1.7745 2.8379  -0.520
O -1.0251 2.2579 2.2954  -0.592
O -2.3096 1.2527 0.5746  -0.532
B 0.4717 -0.3259 -0.8555  -0.456
H 1.0833 -1.1111 -1.4579  -0.014
H 1.1280 0.5445 -0.5311  -0.057
H -0.4632 0.0707 -1.4120  0.004
H 0.0697 -0.8005 0.1019  -0.052
O -1.0474 -0.5215 2.5649  -0.140
H -0.6441 -0.8276 3.3849  0.046
H -1.9805 -0.3014 2.7927  0.053
O 0.4938 2.7612 0.0133  -0.116
H 0.6859 3.5072 0.5984  0.061
H 1.0901 2.8669 -0.7456  0.039
O 1.3051 1.8084 -2.9806  -0.088
H 1.8706 1.1360 -3.3687  0.024
H 0.8697 1.3445 -2.2358  -0.030
O 1.1927 -2.8816 0.9869  -0.101
H 1.2198 -3.6238 0.3732  -0.003
H 0.7093 -2.1790 0.5050  -0.031
O -1.8752 -1.9439 -2.4918  -0.078
H -1.2196 -1.6256 -1.8402  -0.012
H -1.3593 -2.0841 -3.2894  0.014
O 0.9866 -3.7033 -1.8098  -0.079
H 1.2735 -2.7722 -1.7542  -0.008
H 1.2195 -3.9861 -2.6992  0.030
O 1.6073 0.8217 1.9758  -0.108
H 1.7845 0.5720 2.8928  0.068
H 2.3547 1.3747 1.7138  0.063

Cartesian forces (eV/Å) of the 6 atoms listed first:
-0.994 -1.239 -2.375
-4.539 1.242 -0.586
1.521 1.107 0.746
1.340 -0.986 0.402
-0.056 3.331 2.775
-0.246 -2.051 -1.043

=====

Entry 4:
Formula: CH4O4P2
Source: OMol25
Level of theory: ωB97M-V/def2-TZVPD

Net charge: -2
HOMO: -0.696 eV
Kohn-Sham gap: 7.3 eV

Each line ends with the Löwdin charge.
Atoms and positions in Å:
C 1.5078 0.1071 -0.5179  -0.288
O 3.9536 1.1595 0.2597  -0.513
O -4.0016 0.4019 -0.7250  -0.509
O 3.9599 -1.3360 -0.3111  -0.478
O -1.7763 -0.7215 -0.3432  -0.495
P -2.9340 0.0166 0.1994  0.158
P 3.1593 -0.1039 -0.0309  0.338
H 1.0514 -0.9170 -0.4670  -0.044
H 0.8798 0.9399 -0.1323  -0.035
H -3.5569 -0.5349 1.1827  -0.086
H -2.2431 0.9882 0.8856  -0.049

Cartesian forces (eV/Å) of the 6 atoms listed first:
1.093 -1.754 1.316
-0.627 -0.885 0.257
-2.069 1.361 -1.226
-0.681 -0.327 0.271
0.770 -1.496 -0.190
2.693 0.532 -2.372

=====

Entry 5:
Formula: C31H31N3O3
Source: OMol25
Level of theory: ωB97M-V/def2-TZVPD

HOMO: -5.491 eV
Kohn-Sham gap: 3.1 eV

Each line ends with the Löwdin charge.
Atoms and positions in Å:
C -0.2267 -4.5245 2.3086  -0.317
C -0.5069 -5.9876 2.6000  -0.208
O -1.9101 -6.0722 2.8225  -0.061
C -2.5133 -4.8206 2.6086  -0.668
O -3.7214 -4.7192 2.7337  -0.026
N -1.5289 -3.9301 2.2813  -0.013
H 0.4190 -4.1134 3.1091  0.083
H 0.2999 -4.4246 1.3426  0.069
H -0.2330 -6.6209 1.7484  0.103
H 0.0261 -6.3400 3.4890  0.103
C 3.7251 2.1239 -1.2109  -0.002
N 2.6807 1.1861 -1.5444  -0.036
C 2.8128 0.3159 -2.5954  -0.400
O 3.7566 0.2785 -3.3797  0.077
C 1.6048 -0.6154 -2.5795  -0.163
C 2.0625 -2.0677 -2.4544  -0.073
C 2.8817 -2.2435 -1.1972  -0.230
C 4.2679 -2.0582 -1.2131  -0.041
C 5.0105 -2.1990 -0.0407  -0.075
C 4.3655 -2.5279 1.1559  -0.080
C 2.9788 -2.7204 1.1757  -0.062
C 2.2425 -2.5781 -0.0017  -0.044
N 0.8465 -0.1313 -1.4262  0.029
C -0.3940 -0.5516 -1.1167  0.010
C -1.0575 -0.1603 0.0425  -0.046
C -2.4195 -0.3379 0.2375  0.061
C -3.1527 0.1455 1.3692  -0.195
C -4.5752 0.0982 1.3769  0.000
C -5.3085 0.5898 2.4496  -0.056
C -4.6475 1.1422 3.5605  -0.045
C -3.2472 1.2060 3.5733  -0.060
C -2.5063 0.7185 2.4987  -0.001
C 1.4958 0.9977 -0.7202  -0.227
C 0.6346 2.2195 -0.6539  -0.043
C 0.1932 2.8236 -1.7725  -0.021
C -0.6714 3.9875 -1.7968  -0.219
C -1.0213 4.5683 -3.0380  -0.036
C -1.8521 5.6815 -3.0934  -0.077
C -2.3515 6.2410 -1.9050  -0.075
C -2.0064 5.6808 -0.6669  -0.073
C -1.1751 4.5619 -0.6070  -0.026
H 4.5230 2.0372 -1.9539  0.098
H 3.3414 3.1497 -1.2069  0.094
H 4.1333 1.8997 -0.2167  0.101
H 1.0228 -0.4455 -3.5041  0.173
H 1.1844 -2.7265 -2.4635  0.127
H 2.6784 -2.2717 -3.3406  0.135
H 4.7558 -1.7835 -2.1525  0.116
H 6.0900 -2.0399 -0.0680  0.106
H 4.9411 -2.6341 2.0742  0.103
H 2.4536 -2.9752 2.0982  0.099
H 1.1582 -2.7229 -0.0013  0.104
H -0.8707 -1.2129 -1.8477  0.164
H -0.4702 0.3319 0.8230  0.105
H -2.9918 -0.8208 -0.5588  0.137
H -5.0762 -0.3250 0.5041  0.121
H -6.3992 0.5460 2.4298  0.113
H -5.2199 1.5202 4.4077  0.112
H -2.7256 1.6397 4.4282  0.110
H -1.4178 0.7764 2.5183  0.108
H 1.7983 0.6965 0.3002  0.168
H 0.3479 2.5423 0.3468  0.108
H 0.4886 2.4155 -2.7470  0.131
H -0.6163 4.1160 -3.9457  0.113
H -2.1119 6.1151 -4.0599  0.107
H -3.0056 7.1106 -1.9472  0.104
H -2.3856 6.1155 0.2586  0.107
H -0.9043 4.1240 0.3551  0.103

Cartesian forces (eV/Å) of the 6 atoms listed first:
-0.501 -0.020 0.137
-0.312 -0.656 0.069
0.065 -1.033 0.291
2.689 1.121 -0.594
0.078 0.124 -0.084
-1.815 0.776 -0.033

=====

Entry 6:
Formula: C6H10O
Source: OMol25
Level of theory: ωB97M-V/def2-TZVPD

HOMO: -7.829 eV
Kohn-Sham gap: 7.6 eV

Each line ends with the Löwdin charge.
Atoms and positions in Å:
C 1.7744 -0.0854 0.3222  -0.056
C 0.5266 0.4771 0.9779  -0.369
C -0.0911 1.6818 0.2725  -0.057
C -0.5254 -0.5396 -1.8670  0.054
C -1.3535 -1.2416 -0.9813  -0.222
C -1.2176 -1.2227 0.4004  -0.125
O -0.4552 -0.5850 1.2385  -0.011
H 2.5314 0.7055 0.2821  0.090
H 1.5400 -0.3998 -0.6974  0.043
H 2.1786 -0.9196 0.9050  0.084
H 0.7592 0.7513 2.0104  0.137
H 0.1043 1.6529 -0.8003  0.055
H 0.3197 2.6002 0.7080  0.082
H -0.8690 -0.7842 -2.8909  -0.006
H -2.1663 -1.9148 -1.2789  0.080
H -1.1768 1.6988 0.4215  0.088
H -1.8794 -1.8751 0.9772  0.133

Cartesian forces (eV/Å) of the 6 atoms listed first:
-0.015 -0.004 -0.013
0.179 0.186 0.018
-0.038 -0.005 -0.040
-0.323 -0.266 0.022
0.122 0.105 -0.070
0.049 0.020 0.157

=====

Entry 7:
Formula: C10H18O11S3
Source: OMol25
Level of theory: ωB97M-V/def2-TZVPD

HOMO: -9.424 eV
Kohn-Sham gap: 9.9 eV
Structure (SMILES): C=C[C@@H]1CCCOS1(=O)=O.O=S1(=O)OCCO1.O=S1(=O)OCCO1

Each line ends with the Löwdin charge.
Atoms and positions in Å:
C -1.0166 -0.9302 -5.3191  0.008
C -0.7608 -0.1575 -4.2536  -0.190
C 0.3042 0.9594 -4.2049  -0.288
C 1.7242 0.2824 -4.0659  -0.175
C 1.7328 -0.7532 -2.9114  -0.161
C 1.4607 -0.0159 -1.5721  -0.204
O 0.1682 0.6463 -1.4917  -0.288
S 0.0315 1.8108 -2.5980  0.645
O 0.9448 2.9031 -2.3964  -0.266
O -1.3327 2.2641 -2.6220  -0.276
H -1.4067 -1.9421 -5.1146  0.067
H -0.8095 -0.5673 -6.3376  0.068
H -1.3589 -0.3521 -3.3435  0.114
H 0.2473 1.6639 -5.0526  0.144
H 2.4082 1.1038 -3.7420  0.114
H 2.1158 -0.0842 -5.0318  0.118
H 2.7777 -1.1377 -2.8463  0.127
H 1.0985 -1.6411 -3.0887  0.116
H 1.4710 -0.7588 -0.7561  0.116
H 2.2633 0.7409 -1.4522  0.133
C 2.0435 2.6137 3.0900  -0.164
C 1.2738 1.5336 3.8231  -0.156
O 0.5880 0.8087 2.7962  -0.268
S 1.4834 0.8159 1.4605  0.657
O 2.2129 -0.4043 1.4006  -0.213
O 0.6826 1.2785 0.3779  -0.215
O 2.5053 1.9880 1.8911  -0.175
H 1.3932 3.4466 2.8123  0.135
H 2.8838 2.9896 3.6704  0.135
H 0.5652 1.9403 4.5412  0.141
H 1.9496 0.8419 4.3325  0.137
C -3.8252 -1.8889 3.5464  -0.167
C -2.9197 -3.0969 3.4154  -0.169
O -1.7037 -2.5827 2.8669  -0.180
S -1.4739 -1.0786 3.3991  0.639
O -0.5894 -1.1246 4.5102  -0.208
O -1.2516 -0.2361 2.2854  -0.207
O -2.9642 -0.8236 3.9576  -0.182
H -4.2682 -1.6182 2.5852  0.135
H -4.6158 -2.0426 4.2780  0.135
H -3.3384 -3.8636 2.7676  0.136
H -2.6941 -3.5310 4.3928  0.133

Cartesian forces (eV/Å) of the 6 atoms listed first:
0.217 0.395 0.453
-0.391 0.126 -0.342
0.050 -1.460 0.853
-0.105 0.800 0.291
0.640 0.376 -0.204
0.621 -1.126 -0.570

=====

Entry 8:
Formula: C2H3NO
Source: OMol25
Level of theory: ωB97M-V/def2-TZVPD

HOMO (alpha / beta): -7.996 / -8.159 eV
Kohn-Sham gap (alpha / beta): 7.3 / 7.7 eV
Structure (SMILES): N=C=CO

Each line ends with the Löwdin charge.
Atoms and positions in Å:
C 0.6907 0.5374 -0.1555  -0.198
C -0.4634 -0.2116 0.1743  -0.210
N -1.6715 0.0254 -0.0809  0.077
O 1.7330 -0.2365 -0.2357  -0.002
H -2.3178 -0.5869 0.4198  0.044
H 0.8575 1.6091 -0.1014  0.122
H 1.1715 -1.1370 -0.0206  0.167

Cartesian forces (eV/Å) of the 6 atoms listed first:
-1.604 -0.328 0.724
-0.491 2.126 0.003
-0.144 -0.734 -0.505
-0.158 -3.016 0.122
0.069 0.191 0.261
-0.057 -0.078 0.131